Record 1
Computed, not measured: a molecular structure, C6H12O, with ωB97M-V/def2-TZVPD.

Its LUMO energy is 1.1 eV. Its frontier orbital gap is 10.0 eV. The value obtained for the total energy is -310.958748 Ha.

Element x y z (Å)
C 2.60196 -0.21261 0.02359
C 1.53008 0.66445 -0.50069
C 0.19250 0.54577 0.08380
C -1.01122 0.82140 -0.63470
C -2.20938 0.16286 -0.06753
C -1.63067 -1.22804 0.26756
O -0.27706 -1.26354 0.13275
H 2.70213 -0.04099 1.09999
H 2.29191 -1.25386 -0.08711
H 3.58643 -0.10066 -0.42684
H 1.85406 1.70835 -0.37968
H 1.47771 0.51357 -1.58655
H 0.18799 0.68894 1.15881
H -1.07562 1.75633 -1.18292
H -0.70580 -0.01759 -1.42733
H -3.06237 0.11781 -0.75163
H -2.51959 0.67021 0.85012
H -1.85029 -1.58782 1.27903
H -2.06254 -1.98230 -0.40787

Here are the natural (NBO) charges for atoms 1 to 8, given in e: atom 1 (C): -0.5952, atom 2 (C): -0.4575, atom 3 (C): 0.1714, atom 4 (C): -0.4850, atom 5 (C): -0.4267, atom 6 (C): -0.0706, atom 7 (O): -0.6281, atom 8 (H): 0.2000

Record 2
Computed, not measured: a molecular structure, C6H12O, with ωB97M-V/def2-TZVPD.

Its LUMO energy is 0.6 eV. Its frontier orbital gap is 8.2 eV. The value obtained for the total energy is -310.872069 Ha.

Element x y z (Å)
C -1.39305 1.31109 2.21009
C -0.42395 1.19889 1.03297
C 0.04670 -0.25725 0.79569
C 1.10979 -0.21941 -0.26993
C 0.57584 -0.02970 -1.68339
O 1.39325 -0.93424 -2.41491
C 1.54461 -1.92938 -1.47005
H -2.28189 0.68933 2.05362
H -0.91551 0.98274 3.14062
H -1.72740 2.34481 2.35324
H 0.45159 1.83596 1.20930
H -0.90732 1.58048 0.12252
H -0.84175 -0.85265 0.51067
H 0.43251 -0.65223 1.74325
H 1.90249 -1.13451 -0.39215
H 0.70395 0.98490 -2.07486
H -0.49033 -0.32307 -1.80619
H 0.68318 -2.59050 -1.31972
H 2.48396 -2.47923 -1.62940

Here are the natural (NBO) charges for atoms 1 to 8, given in e: atom 1 (C): -0.6007, atom 2 (C): -0.3816, atom 3 (C): -0.4831, atom 4 (C): -0.1400, atom 5 (C): -0.1377, atom 6 (O): -0.5125, atom 7 (C): -0.0865, atom 8 (H): 0.2026

Record 3
Computed, not measured: C6H12O in the gas phase, with ωB97M-V/def2-TZVPD.

Its LUMO energy (alpha / beta) is 1.0 / 1.0 eV. Its frontier orbital gap (alpha / beta) is 7.4 / 7.4 eV. The value obtained for the total energy is -310.925802 Ha.

Element x y z (Å)
C -0.33422 2.19355 -1.22395
C -0.28863 0.80015 -0.78758
C -0.66522 -0.23874 -1.73425
O 0.49480 0.62024 0.25186
C 0.53347 -0.52058 0.87683
C -0.60320 -1.44135 0.94999
C 1.50940 -0.62541 1.95528
H 0.54133 2.47470 -1.80804
H -0.28007 2.73332 -0.29451
H -1.16228 2.61186 -1.80336
H -1.46783 -0.89708 -1.39849
H 0.21314 -0.84774 -1.99295
H -1.01929 0.26205 -2.63897
H -0.77653 -2.04190 0.05729
H -0.40748 -2.14365 1.76466
H -1.53513 -0.89740 1.17771
H 2.26162 0.14982 1.84797
H 1.99178 -1.60130 1.87315
H 0.99435 -0.59053 2.92737

Here are the natural (NBO) charges for atoms 1 to 8, given in e: atom 1 (C): -0.6668, atom 2 (C): 0.2420, atom 3 (C): -0.6820, atom 4 (O): -0.3817, atom 5 (C): 0.2531, atom 6 (C): -0.6877, atom 7 (C): -0.6552, atom 8 (H): 0.1972

Record 4
Computed, not measured: 2 unconnected molecules or ions with the total composition C6H12O, with ωB97M-V/def2-TZVPD.

Its LUMO energy is 1.0 eV. Its frontier orbital gap is 9.4 eV. As for the SMILES: C=COCC.C=C. The value obtained for the total energy is -310.924417 Ha.

Element x y z (Å)
C -0.58603 0.55050 1.92045
C -0.84806 -0.03167 0.76214
O -0.04531 -0.83696 0.06693
C -0.79601 -1.67420 -0.79772
C 0.24220 -2.53261 -1.44747
H -1.55298 0.29354 2.35481
H 0.39571 0.48717 2.39200
H -1.82400 0.14370 0.30426
H -1.54352 -2.26623 -0.23934
H -1.34165 -1.05294 -1.51977
H -0.21842 -3.20692 -2.16744
H 0.96133 -1.87104 -1.93763
H 0.76884 -3.09054 -0.66791
C 0.51836 2.73880 0.45640
C 1.61161 2.28372 -0.14111
H -0.48160 2.40391 0.20627
H 0.55636 3.46037 1.26930
H 1.59006 1.52658 -0.92574
H 2.59310 2.67480 0.11156

Here are the natural (NBO) charges for atoms 1 to 8, given in e: atom 1 (C): -0.5737, atom 2 (C): 0.1871, atom 3 (O): -0.5147, atom 4 (C): -0.0634, atom 5 (C): -0.6203, atom 6 (H): 0.2372, atom 7 (H): 0.2183, atom 8 (H): 0.1543

Record 5
Computed, not measured: C6H12O in the gas phase, with ωB97M-V/def2-TZVPD.

Its LUMO energy (alpha / beta) is 0.7 / 1.0 eV. Its frontier orbital gap (alpha / beta) is 8.1 / 8.5 eV. The value obtained for the total energy is -310.865054 Ha.

Element x y z (Å)
C 2.85012 0.28304 0.26695
C 1.54071 0.79539 -0.24801
O 0.42805 0.63956 0.55162
C 0.02369 -0.59685 0.01262
C -1.85265 -0.67117 1.20869
C -1.55138 -0.61730 -0.18997
C -2.00552 0.58307 -1.00536
H 2.76994 -0.74449 0.64088
H 3.22556 0.90250 1.09881
H 3.60274 0.30227 -0.52856
H 0.64484 -0.53799 -1.00225
H 1.54892 1.74150 -0.79677
H 0.39471 -1.44770 0.59899
H -1.88834 0.23513 1.80408
H -1.93121 -1.62471 1.72097
H -1.75451 -1.56176 -0.70687
H -1.52941 0.58832 -1.99214
H -3.09054 0.55415 -1.14386
H -1.74389 1.51276 -0.49264

Here are the natural (NBO) charges for atoms 1 to 8, given in e: atom 1 (C): -0.6940, atom 2 (C): 0.1298, atom 3 (O): -0.5666, atom 4 (C): -0.0556, atom 5 (C): -0.3216, atom 6 (C): -0.3143, atom 7 (C): -0.6056, atom 8 (H): 0.2126

Record 6
Computed, not measured: 2 unconnected molecules or ions with the total composition C6H12O, with ωB97M-V/def2-TZVPD.

Its LUMO energy is 0.9 eV. Its frontier orbital gap is 8.9 eV. The value obtained for the total energy is -310.920536 Ha.

Element x y z (Å)
C 2.03991 -0.17000 0.90176
C 1.58329 -0.52413 -0.51693
C 0.76955 0.56708 -1.16885
C -0.32339 0.36832 -1.89365
C -2.03866 0.11570 0.02346
C -1.83982 -0.69177 1.27715
O -2.00759 1.37326 0.41326
H 2.65216 -0.97072 1.33014
H 1.18513 -0.00278 1.56717
H 2.64426 0.74581 0.90470
H 1.00409 -1.45572 -0.51544
H 2.47069 -0.71175 -1.13460
H 1.14869 1.57728 -1.02694
H -0.75159 -0.61097 -2.06558
H -0.83776 1.19191 -2.39627
H -2.84076 -1.10651 1.45486
H -1.53227 -0.05111 2.11091
H -1.17894 -1.53808 1.11402
H -2.14700 1.89420 -0.37919

Here are the natural (NBO) charges for atoms 1 to 8, given in e: atom 1 (C): -0.6011, atom 2 (C): -0.4390, atom 3 (C): -0.1986, atom 4 (C): -0.3860, atom 5 (C): 0.2785, atom 6 (C): -0.7810, atom 7 (O): -0.6717, atom 8 (H): 0.2100

Record 7
Computed, not measured: 2 unconnected molecules or ions with the total composition C6H12O, with ωB97M-V/def2-TZVPD.

Its LUMO energy is 0.5 eV. Its frontier orbital gap is 8.8 eV. As for the SMILES: C=C(C)/C=C\C.O. The value obtained for the total energy is -310.962368 Ha.

Element x y z (Å)
C -1.18008 2.29143 0.34605
C -0.97048 1.00967 0.66838
C -2.13774 0.08471 0.81897
C 0.37721 0.41207 0.62800
C 0.69354 -0.74503 1.21803
C 0.36882 -1.02122 2.65816
H -2.10304 2.61172 -0.12454
H -0.46498 3.07788 0.56261
H -2.18871 -0.39920 1.79310
H -2.11672 -0.69824 0.05224
H -3.08281 0.62845 0.73395
H 1.08660 0.85308 -0.06164
H 1.38252 -1.40291 0.69160
H 1.09183 -1.72800 3.07561
H 0.48898 -0.12788 3.25613
H -0.63197 -1.39573 2.88384
O 2.42251 -1.34285 -5.16420
H 1.57933 -1.60153 -4.78895
H 2.91233 -0.82097 -4.50884

Here are the natural (NBO) charges for atoms 1 to 8, given in e: atom 1 (C): -0.3769, atom 2 (C): -0.0379, atom 3 (C): -0.6380, atom 4 (C): -0.2315, atom 5 (C): -0.1520, atom 6 (C): -0.6649, atom 7 (H): 0.1900, atom 8 (H): 0.1952

Record 8
Computed, not measured: 2 unconnected molecules or ions with the total composition C6H12O, with ωB97M-V/def2-TZVPD.

Its LUMO energy is 0.8 eV. Its frontier orbital gap is 8.9 eV. As for the SMILES: C=C(C)C(=C)C.O. The value obtained for the total energy is -310.958982 Ha.

Element x y z (Å)
C 0.52985 1.75318 0.13306
C 0.39787 0.58418 -0.49725
C 0.34049 0.69304 -2.05020
C 0.59488 -0.72392 0.18603
C 0.81139 -0.76984 1.53766
C 1.06669 -1.85824 -0.67700
H 0.51195 1.72467 1.21082
H 0.85362 2.67148 -0.33151
H -0.00245 1.72487 -2.19211
H -0.47628 0.12900 -2.49237
H 1.28864 0.37888 -2.48755
H 1.39643 -1.48250 2.09663
H 0.07940 -0.18857 2.06240
H 0.15282 -2.15332 -1.20383
H 1.56925 -2.72472 -0.27002
H 1.74583 -1.42090 -1.41482
O -2.93241 0.28210 1.43721
H -2.92768 0.17717 0.47474
H -3.05492 1.24107 1.49581

Here are the natural (NBO) charges for atoms 1 to 8, given in e: atom 1 (C): -0.3846, atom 2 (C): -0.0187, atom 3 (C): -0.6485, atom 4 (C): -0.0162, atom 5 (C): -0.3885, atom 6 (C): -0.6387, atom 7 (H): 0.1956, atom 8 (H): 0.2005

Record 9
Computed, not measured: C6H12O in the gas phase, with ωB97M-V/def2-TZVPD.

Its LUMO energy (alpha / beta) is 0.8 / 0.3 eV. Its frontier orbital gap (alpha / beta) is 9.0 / 6.1 eV. The value obtained for the total energy is -310.896460 Ha.

Element x y z (Å)
C -0.54447 0.73833 1.57361
C -0.65674 -0.60953 1.08510
O -0.31721 -1.69619 1.77741
C -1.05045 -0.86869 -0.30858
C 0.28696 -0.89388 -1.09555
C 1.24769 0.25416 -0.79946
C 0.60240 1.52625 -1.21387
H -1.53147 1.18227 1.75534
H -0.10680 1.43209 0.69107
H 0.06049 0.80034 2.48731
H 0.02916 -1.44802 2.64615
H -1.56725 -1.82729 -0.42840
H -1.69544 -0.06576 -0.68330
H 0.74932 -1.88240 -0.96867
H 0.03621 -0.66362 -2.13988
H 2.19369 0.03130 -1.31293
H 1.53511 0.29884 0.27917
H 1.17779 2.19051 -1.86202
H -0.44900 1.50129 -1.48250

Here are the natural (NBO) charges for atoms 1 to 8, given in e: atom 1 (C): -0.7008, atom 2 (C): 0.3089, atom 3 (O): -0.6672, atom 4 (C): -0.4726, atom 5 (C): -0.3785, atom 6 (C): -0.4903, atom 7 (C): -0.3535, atom 8 (H): 0.2161

Record 10
Computed, not measured: C6H12O in the gas phase, with ωB97M-V/def2-TZVPD.

Its LUMO energy is 1.1 eV. Its frontier orbital gap is 9.3 eV. The value obtained for the total energy is -310.955981 Ha.

Element x y z (Å)
C -0.46681 1.11245 2.92466
C -1.03414 1.20670 1.52553
O -0.74930 0.00189 0.77060
C 0.50056 -0.11589 0.40596
C 0.63513 -1.36276 -0.42997
C 1.11877 -0.91624 -1.82064
C -0.00514 -0.28293 -2.63859
H 0.61844 0.98903 2.86388
H -0.89147 0.26053 3.46484
H -0.68944 2.02714 3.48370
H -0.60239 2.04785 0.97732
H -2.12404 1.29071 1.52445
H 1.93016 -0.19169 -1.68116
H -0.29067 -1.95340 -0.50804
H 1.41114 -1.98259 0.03922
H 1.53804 -1.77157 -2.36143
H 0.37092 0.14539 -3.57351
H -0.77260 -1.02387 -2.89108
H -0.49714 0.51922 -2.07574

Here are the natural (NBO) charges for atoms 1 to 8, given in e: atom 1 (C): -0.6421, atom 2 (C): -0.0649, atom 3 (O): -0.5009, atom 4 (C): 0.2620, atom 5 (C): -0.5619, atom 6 (C): -0.3866, atom 7 (C): -0.6101, atom 8 (H): 0.2327

Record 11
Computed, not measured: C6H12O in the gas phase, with ωB97M-V/def2-TZVPD.

Its LUMO energy is 1.1 eV. Its frontier orbital gap is 10.7 eV. As for the SMILES: C=CCOC(C)C. The value obtained for the total energy is -311.004859 Ha.

Element x y z (Å)
C -2.59686 0.24076 -0.30078
C -1.75029 -0.64045 0.22219
C -0.61632 -1.30579 -0.52671
O 0.60198 -1.37260 0.18975
C 1.34146 -0.16809 0.39411
C 1.92769 0.44173 -0.87839
C 0.57989 0.88895 1.20096
H -2.52327 0.55209 -1.34207
H -3.37644 0.70426 0.29959
H -1.84010 -0.92401 1.27269
H -0.87853 -2.35993 -0.68023
H -0.49017 -0.83691 -1.51928
H 2.18338 -0.52627 0.99830
H 2.46970 -0.30779 -1.46348
H 2.64099 1.21479 -0.56563
H 1.16987 0.92169 -1.51165
H -0.39736 1.10167 0.76417
H 1.13238 1.83732 1.21973
H 0.42199 0.53856 2.22674

Here are the natural (NBO) charges for atoms 1 to 8, given in e: atom 1 (C): -0.4077, atom 2 (C): -0.1972, atom 3 (C): -0.1114, atom 4 (O): -0.5300, atom 5 (C): 0.1049, atom 6 (C): -0.6415, atom 7 (C): -0.6543, atom 8 (H): 0.1911

Record 12
Computed, not measured: 2 unconnected molecules or ions with the total composition C6H12O, with ωB97M-V/def2-TZVPD.

Its LUMO energy is 1.0 eV. Its frontier orbital gap is 9.4 eV. As for the SMILES: C/C=C(/C)O.C=C. The value obtained for the total energy is -310.999467 Ha.

Element x y z (Å)
C -0.18462 2.76401 -0.41659
C -0.37865 1.51262 -1.22011
C -0.73014 0.33335 -0.70387
C -0.93541 -0.92177 -1.50227
O -0.99075 0.22221 0.64001
H 0.77115 3.24506 -0.65746
H -0.20141 2.54045 0.65322
H -0.97505 3.49783 -0.61982
H -0.24748 1.57009 -2.29816
H -0.28374 -1.72996 -1.14224
H -0.71836 -0.75773 -2.56061
H -1.97015 -1.27246 -1.40737
H -0.78626 -0.68076 0.92238
C 1.48939 -1.84579 1.10310
C 1.04815 -1.59851 2.33346
H 1.61490 -2.86073 0.73214
H 1.75407 -1.03846 0.42246
H 0.79149 -2.39908 3.02313
H 0.93286 -0.58039 2.69860

Here are the natural (NBO) charges for atoms 1 to 8, given in e: atom 1 (C): -0.6418, atom 2 (C): -0.2797, atom 3 (C): 0.3023, atom 4 (C): -0.6663, atom 5 (O): -0.7063, atom 6 (H): 0.2094, atom 7 (H): 0.2257, atom 8 (H): 0.2119

Record 13
Computed, not measured: 2 unconnected molecules or ions with the total composition C6H12O, with ωB97M-V/def2-TZVPD.

Its LUMO energy is 0.9 eV. Its frontier orbital gap is 10.3 eV. As for the SMILES: C=CC/C=C/C.O. The value obtained for the total energy is -310.991798 Ha.

Element x y z (Å)
C -3.01109 -1.15907 0.79047
C -1.85468 -0.53001 1.03942
C -1.05415 0.02308 -0.07033
C 0.39768 -0.42689 -0.04642
C 1.32924 0.30107 0.57142
C 2.76852 -0.00483 0.71026
H -3.71674 -1.49211 1.54342
H -3.29850 -1.44455 -0.21337
H -1.65499 -0.26731 2.06777
H -1.09057 1.12455 -0.08282
H -1.50596 -0.12609 -1.05614
H 0.51522 -1.39035 -0.53440
H 0.93528 1.24488 0.94929
H 2.99817 -0.19251 1.75911
H 3.45974 0.63101 0.16173
H 2.94553 -0.96992 0.20640
O 0.24675 1.49750 -2.67966
H 0.81816 2.05736 -3.17496
H 0.77239 1.12420 -1.94118

Here are the natural (NBO) charges for atoms 1 to 8, given in e: atom 1 (C): -0.3831, atom 2 (C): -0.1746, atom 3 (C): -0.4936, atom 4 (C): -0.1844, atom 5 (C): -0.1936, atom 6 (C): -0.6534, atom 7 (H): 0.1941, atom 8 (H): 0.1850

Largest force on an atom? In order: 0.09343; 0.01128; 0.03937; 0.04291; 0.04632; 0.01885; 0.01977; 0.06552; 0.04117; 0.01082; 0.00667; 0.00738; 0.04490 hartree/bohr.
Energy above the lowest of the compared OMol25 structures with the same formula, charge and spin? In order: 263.9; 491.5; 350.4; 354.1; 509.9; 364.3; 254.4; 263.3; 427.5; 271.2; 142.9; 157.0; 177.2 kJ/mol.